1.
A 11-piece molecular cluster, C3H29NO10S overall at a distorted geometry, computed with ωB97M-V/def2-TZVPD.

Max |F|   8.81 eV/Å
Structure (SMILES)   NCCCS.O.O.O.O.O.O.O.O.O.O
ΔE to the lowest compared entry with this formula, charge and spin   78.9 kcal per mole

```
44
C3H29NO10S ωB97M-V/def2-TZVPD
H 1.4194 -2.1973 -2.1493
H 0.6212 0.8405 -0.0044
H 0.7507 0.3453 3.5530
H 0.1756 2.9521 0.7200
O 2.7395 -0.4906 -0.5798
H -1.7394 -1.8062 -2.1265
H -1.0540 -0.1692 1.4699
C -0.5609 2.5823 0.0152
O -1.7947 1.6929 4.2596
H -0.7765 0.1005 3.9020
H 2.8426 1.5098 3.5374
O -1.7853 -2.1766 -2.9926
O 2.2016 1.1032 3.0299
O 2.0625 0.4209 -3.0245
H -0.5832 -3.0130 2.5689
C -1.5632 0.3127 0.6141
O 1.0553 -2.3488 0.0795
H 0.2468 -2.1090 0.5570
C -0.4682 1.1628 -0.3510
H 2.6097 0.8910 2.2230
H -0.6871 0.8139 -1.3058
H -0.0518 -2.2523 -3.0154
H -1.5203 2.9819 0.2169
O 0.0129 -0.3188 3.5290
S -0.1824 3.5475 -1.5371
H 1.4014 -3.0107 0.4807
H 0.0226 0.5302 -3.0796
H -0.6106 -1.4521 2.3543
O -0.6699 0.9573 -3.7002
H -2.3753 -1.5634 0.5444
H -2.3463 0.9337 0.9148
H 2.1111 -1.1454 -0.4972
H -1.6446 -1.4230 -3.5938
H -1.9241 1.7759 3.3475
O -0.7054 -2.3347 1.8764
N -2.2743 -0.8103 -0.1129
H -0.3561 1.5503 -4.3324
H 1.1522 3.0029 -1.7222
H -1.1256 2.3319 4.4585
H -3.1208 -0.5992 -0.6111
H 3.5759 -0.9847 -0.8917
O 0.9127 -1.9787 -2.9988
H 1.9627 -0.3544 -3.5403
H 2.0436 0.1989 -2.0853
```

Atomic partial charges in e from the natural (NBO) method, atoms 1 to 4: number 1, H, carries 0.487; number 2, H, carries 0.209; number 3, H, carries 0.513; number 4, H, carries 0.220

=====

2.
An isolated ion of composition C16H25N2 and charge +1 at a distorted geometry, computed with ωB97M-V/def2-TZVPD.

Net charge   +1
Max |F|   5.27 eV/Å
Structure (SMILES)   c1ccc([C@H](N2CCCC2)[NH+]2CCCCC2)cc1
ΔE to the lowest compared entry with this formula, charge and spin   38.4 kcal per mole

```
43
C16H25N2 ωB97M-V/def2-TZVPD
C -0.3717 0.2833 -2.2104
H -2.4840 0.7119 1.5753
H 1.5728 2.3334 -0.4029
H 0.7237 -2.4665 -0.1074
H -1.3720 1.6852 -3.4606
H 1.3338 3.8814 -1.9987
H 0.2388 -0.5808 -2.4003
C 3.4120 -1.7350 1.8604
H 4.3453 -2.1877 2.2096
C 0.5061 3.1664 -2.0802
H -0.0755 2.7258 -0.0048
H -4.0767 -0.7558 2.3854
H -0.3742 1.1054 1.0469
H -0.1517 0.5936 -4.2542
C 3.0875 -0.4363 2.2018
C -0.1109 0.2652 0.4387
C 0.5799 2.3556 -0.7991
H 0.3220 3.0686 -4.1625
C 1.9711 0.1963 1.7157
H -1.3593 -0.0726 -1.9160
C 1.4193 -1.8315 0.4671
H 2.8019 -3.4647 0.7322
C -0.3660 1.2396 -3.3923
C -1.0758 -1.9184 1.6698
C -2.5733 -0.1604 0.8930
N -1.2490 -0.7494 0.6349
C 2.5534 -2.4512 0.9969
H -2.4552 -2.2003 3.3510
C -3.4320 -1.2206 1.6254
H -0.3638 -1.7061 2.4953
C 0.6432 2.3838 -3.3765
H 1.6326 1.1744 2.0728
H 1.6743 2.1153 -3.6542
H -0.7201 -2.8266 1.1476
H -2.7397 -3.2444 1.9580
C 1.1388 -0.5326 0.8977
H -4.0566 -1.7443 0.8952
N 0.3159 0.7720 -0.9138
H -3.0155 0.1603 -0.0657
H 3.7461 0.1399 2.8483
H -0.4599 3.6912 -2.0933
C -2.4691 -2.2273 2.2539
H 1.3332 0.4639 -1.0802
```

Atomic partial charges in e from the natural (NBO) method, atoms 1 to 4: number 1, C, carries -0.201; number 2, H, carries 0.166; number 3, H, carries 0.211; number 4, H, carries 0.230

=====

3.
A 7-piece molecular cluster, C24H48Cl6N3O7P overall at a distorted geometry, computed with ωB97M-V/def2-TZVPD.

Net charge   +1
Spin multiplicity   2
Max |F|   4.35 eV/Å
Calculated total energy   -4736.4427 hartree

```
89
C24H48Cl6N3O7P ωB97M-V/def2-TZVPD
N 1.1039 3.0104 2.8974
H 0.9892 0.2014 -1.8233
O -1.1682 3.1358 -3.6129
H -0.2653 1.0297 -0.9755
P 0.1628 2.5806 4.3316
H 0.6801 2.1947 -5.9836
H -3.2770 1.0224 -0.5919
H 4.2378 -7.0414 1.1493
H 0.9808 -2.5767 -4.7933
C 3.0346 -3.1560 -4.8994
H -0.4679 3.3102 1.5014
C 0.5097 3.7277 1.7425
Cl -6.1033 1.4983 -1.5795
H -2.6787 1.1239 5.1137
O 4.4894 -6.1388 -1.8807
H 0.8297 3.4122 -3.9819
O -1.6074 -0.2193 -3.0277
H -4.0840 2.1818 -2.6847
H -0.2737 -0.5467 0.7396
C 0.0663 4.2337 6.5686
C 3.7102 -5.2417 0.1752
H 1.3640 -0.9087 0.2102
H -4.1956 -3.6189 0.2116
H -1.9643 1.8444 -6.3673
C 1.9287 -2.1548 -4.4593
H 0.8797 -2.6970 -1.2064
H 2.7576 -4.1553 -4.5638
C 3.6494 -5.2445 -1.3961
H -2.3438 2.7087 5.5822
Cl 3.1582 -3.3392 -6.5798
C -3.6079 2.0609 -0.5786
Cl -4.0395 2.4491 1.0987
C -0.9191 5.2711 4.5750
H -0.2620 -2.9488 0.0884
O -1.0120 -1.9099 -1.6569
Cl 2.1470 -0.5412 -5.1599
H -1.5797 -5.1195 1.2097
H -0.8954 4.5347 6.9839
H 0.2611 3.2265 6.9371
H 3.9652 -4.2871 0.6354
H -0.4905 6.2550 4.7655
H 6.2993 -6.3587 -0.8538
C -2.5029 2.1105 4.6850
C 0.0045 -2.2671 -0.7193
C -4.5621 2.3963 -1.7290
Cl -2.6369 -2.3774 1.3919
H -0.7177 1.1299 2.0749
N -1.3414 2.0698 3.7911
H 0.5527 1.9455 -3.1049
H 0.1719 4.7539 1.8868
O 2.8489 -4.6744 -2.1910
C 4.7097 -6.3159 0.4867
H -4.7428 3.4709 -1.7024
H -3.4145 2.4287 4.1792
H 2.7436 -5.5329 0.5862
H 1.2031 3.7077 0.9017
H -0.8333 0.0156 3.5065
C -1.3941 2.5914 -5.8150
H 2.9307 3.0438 4.0174
N -0.0460 4.1352 5.0798
Cl -1.9256 -5.0938 -1.0814
H 3.0332 2.3087 2.4308
H -1.0978 5.0367 3.5256
C -0.0942 1.9082 -5.2719
C 5.2932 -6.7779 -0.8652
O 0.8048 1.5895 5.2412
H -1.8854 5.3236 5.0767
C -0.8874 -0.6324 -2.0965
H 5.5492 -5.8171 0.9709
C 0.3186 -0.9140 -0.0984
C 2.5709 3.1212 2.9914
C 0.0923 0.0314 -1.2277
C -2.0487 3.1526 -4.5874
C 0.1317 2.5807 -3.8843
C -3.4584 -3.9248 0.9540
O -3.1849 3.5793 -4.4862
H -1.0969 3.3786 -6.5078
H -2.9463 -6.0891 0.7680
C -2.4844 -5.1159 0.6017
H -4.0115 -4.0941 1.8779
H -2.6407 2.5332 -0.7506
H 4.0218 -2.9591 -4.4815
H -2.2906 0.5451 2.7631
H 1.9382 -2.0933 -3.3711
H 5.2001 -7.8638 -0.8533
C -1.2696 0.8618 2.9759
H -0.1798 0.8215 -5.2756
H 0.6969 5.0748 6.8566
H 2.9088 4.0882 2.6189
```

Atomic partial charges in e from the Mulliken method, atoms 1 to 4: number 1, N, carries 0.462; number 2, H, carries 0.157; number 3, O, carries -0.325; number 4, H, carries 0.215

=====

4.
A 9-piece molecular cluster, C31H60Br16FINO overall, computed with ωB97M-V/def2-TZVPD.

Net charge   +1
Max |F|   0.27 eV/Å
Calculated total energy   -42928.7752 hartree

```
111
C31H60Br16FINO ωB97M-V/def2-TZVPD
H 1.7644 -3.3025 0.6171
F -1.6123 -4.2371 2.2985
H -3.6668 -2.8730 0.8346
C -1.2212 -0.7662 -0.2437
C -0.9763 -3.0548 0.4158
C 7.9530 -0.6869 -2.6804
H -8.7367 -0.7220 -0.8116
H 0.3216 -0.7012 -1.5445
C -3.9062 6.3846 0.0863
H 9.4633 -0.7148 0.5158
C -0.0228 -3.0996 4.1855
H 0.9059 -3.0901 4.7529
Br -11.2110 -1.1132 -2.2491
Br 6.2218 1.0672 -1.2106
C 6.7545 0.2066 -2.8721
C 3.2954 -1.3165 0.5902
C -0.4609 -3.6928 1.7094
H -12.5789 -1.5347 -0.2121
C 11.5950 0.2565 -5.8676
H -1.7187 -1.4286 1.6845
Br 7.8872 0.8496 3.6484
H -1.6352 -3.7996 -0.0319
H 0.1837 -4.5407 1.4572
H 0.0499 -1.7296 2.4989
H -3.5451 -1.9795 -0.6928
Br 0.9204 -10.0435 2.6283
H -7.3541 9.6030 -2.3542
H -0.4610 -4.0872 4.3047
C -1.6516 0.6375 -0.3897
C -1.8938 2.8288 0.8206
H -1.2940 -8.9744 2.3346
Br -1.4466 7.8284 0.4362
H 4.2429 0.3965 3.0047
H 11.9944 2.3769 -5.9463
H 0.5247 -7.3150 1.6047
H 8.1165 -1.2808 -3.5774
H -1.1379 3.1777 0.1202
H -6.3900 8.3807 -1.5049
C 12.4454 1.4384 -6.2546
H 5.1946 1.1860 1.7593
C -1.8843 1.3159 0.9714
H 1.3317 -2.8985 2.5376
C 3.4317 0.1260 1.0087
H -4.9932 6.4193 0.0635
C 1.6094 -2.7619 -0.3175
H 2.1175 -3.3273 -1.1061
H -2.8609 3.2024 0.4922
Br 9.7283 0.5141 -6.3371
H 3.2088 -1.9728 1.4656
H -0.7983 -6.6176 2.5809
Br -11.6667 -4.3418 -0.5161
Br 9.5779 0.3355 -2.4096
H -8.0318 0.5764 0.1825
C -6.7818 9.3931 -1.4536
H -7.4108 0.6265 -2.3176
C -0.4381 -8.6991 2.9465
C 0.2626 -2.7802 2.7115
C -1.8228 -1.7849 0.6555
H 7.8463 -1.3408 -1.8189
C -7.6398 9.5929 -0.2312
H 5.2896 -0.5544 1.9507
Br 12.7135 1.5555 -8.1715
H 11.9131 -0.6526 -6.3687
H -1.1100 1.0073 1.6772
H -0.7044 -8.7637 3.9973
H -0.6942 -2.3764 4.6461
C 4.6053 0.2970 1.9811
I -1.4932 3.8315 2.6489
O 2.1175 -1.4576 -0.2123
H 7.8341 -0.0789 0.8238
H 5.8990 -0.3775 -3.2026
H -2.8419 0.9912 1.3849
H 2.4943 0.4399 1.4759
H -3.5748 5.8640 0.9811
H -9.7776 -2.7619 -0.2961
H -2.5857 0.6136 -0.9646
Br -5.2547 10.5905 -1.5007
H -0.0897 -3.2183 -1.5731
C 0.0950 -2.6664 -0.6516
C -10.7931 -2.7226 0.0878
Br -6.8081 8.8739 1.3727
C 9.2643 0.2354 2.4242
H -3.9034 -1.1271 0.8054
H -3.4516 8.2279 -0.9667
H -11.1140 -0.6073 0.1693
H -8.5812 9.0603 -0.3426
C 0.0359 -7.3169 2.5753
H 6.9529 1.0051 -3.5806
Br -7.0428 -1.6217 0.7770
Br -5.3541 1.0699 -1.0052
C -11.5055 -1.4732 -0.3613
C 8.7002 -0.5532 1.2736
Br -3.3716 5.2809 -1.4290
H 4.1762 -1.6380 0.0223
Br 8.0766 -2.3201 1.8042
H 9.7585 1.1290 2.0500
H -0.9178 1.1889 -0.9820
H 9.9615 -0.3496 3.0162
C -3.3260 -1.9448 0.3769
H -7.8321 10.6430 -0.0348
H 13.4341 1.3435 -5.8116
Br 1.3353 -6.6248 3.8468
C -7.8125 -0.2974 -0.4236
C -6.8968 0.0224 -1.5744
H 11.6148 0.1119 -4.7893
H -3.8375 8.4005 0.7539
H -10.7667 -2.7692 1.1743
H -6.5015 -0.8762 -2.0375
N -0.2504 -1.2592 -0.9197
H 3.5632 0.7380 0.1149
C -3.3411 7.7768 0.0145
```

Atomic partial charges in e from the Mulliken method, atoms 1 to 4: number 1, H, carries 0.221; number 2, F, carries -0.458; number 3, H, carries 0.499; number 4, C, carries -0.249

=====

5.
CHBr3ClCu as an isolated structure at a distorted geometry, computed with ωB97M-V/def2-TZVPD.

Net charge   +1
Spin multiplicity   2
Max |F|   1.46 eV/Å
ΔE to the lowest compared entry with this formula, charge and spin   5.1 kcal per mole

```
7
CHBr3ClCu ωB97M-V/def2-TZVPD
H -0.4268 -0.1354 0.4334
Cu 4.6280 -0.9870 0.0333
Br -1.3906 -0.2754 -1.7871
Br -1.0069 2.2732 -0.0585
Cl 2.2813 -1.0503 0.3211
Br -2.8009 -0.2151 1.0145
C -1.2840 0.3901 0.0434
```

Atomic partial charges in e from the natural (NBO) method, atoms 1 to 4: number 1, H, carries 0.258; number 2, Cu, carries 0.892; number 3, Br, carries 0.450; number 4, Br, carries 0.299

=====

6.
A 2-piece molecular cluster, C22H20N5O8 overall at a distorted geometry, computed with ωB97M-V/def2-TZVPD.

Net charge   -1
Max |F|   2.82 eV/Å
ΔE to the lowest compared entry with this formula, charge and spin   28.8 kcal per mole

```
55
C22H20N5O8 ωB97M-V/def2-TZVPD
H -3.6008 -5.9538 -0.8860
C -0.4530 4.2479 -1.5815
H -3.5990 -3.8785 -0.9403
C -1.2938 -1.6318 0.1279
O 1.9985 1.1159 1.7610
C -0.3757 -6.4131 -1.3170
O 1.8169 -0.5561 0.3322
C -2.0773 2.4264 -1.4487
O 3.8380 2.8905 -1.5816
H 0.6632 -4.3829 -0.2799
H 0.9648 3.6673 3.6752
C -1.2303 -0.1224 0.1684
C -0.1829 -2.4755 0.2246
H 0.2065 -6.4186 -0.3876
N 1.0090 6.1803 -1.9479
C -2.6392 -3.4820 -0.6255
N 2.8604 1.8500 -1.4621
H 0.6796 3.4695 1.9286
O 2.0923 6.7752 -1.7972
C 1.9376 3.8904 -1.3040
O 0.1401 1.1617 3.2078
N -3.1989 2.1076 -1.5571
O -1.7299 1.9419 2.1890
H -1.2746 0.2008 -0.8768
C -0.2467 -3.7863 -0.2305
O 0.0125 6.7289 -2.4820
H -2.1739 0.2530 0.5872
C 2.3332 1.2898 4.1208
N -1.5605 -5.5920 -1.1514
C -0.7176 2.8705 -1.3791
H -0.7135 -7.4248 -1.5504
H 1.9562 1.7146 5.0486
H -2.6733 -7.2282 -1.7327
H -3.0927 -5.7261 -2.6037
C 1.3605 3.2174 2.7579
C 1.4390 1.7098 2.9615
H 2.3194 0.1996 4.1771
H 0.3522 0.8742 -1.3474
C -0.1799 0.6763 0.8547
C -2.5298 -2.1633 -0.2452
C -1.4884 -4.3180 -0.6713
H 0.7526 -2.1042 0.6236
C 1.2228 0.3126 0.9426
O 3.1827 0.6952 -1.6439
H -3.3924 -1.5005 -0.2536
C -2.8122 -6.1481 -1.6231
H 2.3622 3.6210 2.5637
C 0.3662 1.9577 -1.1818
N 3.2625 4.1252 -1.5378
H 0.2601 -6.0449 -2.1368
H 3.3536 1.6345 3.9429
C -0.6886 1.3227 2.0856
C 1.6520 2.5162 -1.2123
H -1.3054 4.9034 -1.7793
C 0.8358 4.8032 -1.5253
```

Atomic partial charges in e from the natural (NBO) method, atoms 1 to 4: number 1, H, carries 0.198; number 2, C, carries -0.053; number 3, H, carries 0.195; number 4, C, carries -0.077

=====

7.
A 3-piece molecular cluster, C2H10O4 overall at a distorted geometry, computed with ωB97M-V/def2-TZVPD.

Max |F|   3.05 eV/Å
Structure (SMILES)   OCCO.O.O
ΔE to the lowest compared entry with this formula, charge and spin   30.5 kcal per mole

```
16
C2H10O4 ωB97M-V/def2-TZVPD
H -0.6219 -21.7450 28.2440
H -2.0511 -23.7905 26.7209
C -0.3625 -19.8725 28.7030
H -2.0049 -20.8371 28.8910
H -2.3648 -25.3864 29.0503
O -1.7307 -23.2804 25.9770
H 0.7266 -18.8146 27.4429
H 0.1108 -20.1449 29.6463
C -1.2659 -20.8791 28.0908
O 0.7356 -19.6640 27.8901
H -0.7995 -23.1518 26.1575
O -1.8582 -20.6185 26.7726
H -1.1853 -24.5802 28.5495
O -2.1299 -24.6885 28.4388
H -2.0048 -21.5262 26.4964
H -0.7882 -18.8719 28.7793
```

Atomic partial charges in e from the natural (NBO) method, atoms 1 to 4: number 1, H, carries 0.153; number 2, H, carries 0.495; number 3, C, carries -0.078; number 4, H, carries 0.163

=====

- Look up the max |F| of the seventh one.
  3.05 eV/Å

=====

- Among the records above, which one has the highest max |F|?
  C3H29NO10S

=====

- Look up the max |F| of the second one.
  5.27 eV/Å

=====

- Which of these has the lowest max |F|?
  C31H60Br16FINO